No. 1
{
  "formula": "C48H130N10O12",
  "method": "the ωB97M-V functional and the def2-TZVPD basis",
  "species": ["C", "C", "H", "H", "H", "H", "C", "H", "H", "H", "C", "H", "H", "H", "H", "H", "H", "H", "H", "H", "H", "H", "C", "H", "H", "C", "C", "H", "C", "H", "H", "C", "C", "H", "O", "C", "C", "H", "H", "C", "C", "N", "C", "H", "H", "H", "H", "H", "H", "C", "H", "H", "H", "C", "H", "H", "H", "H", "O", "H", "H", "N", "O", "N", "H", "H", "H", "H", "N", "H", "H", "H", "C", "C", "H", "C", "O", "C", "H", "H", "C", "H", "H", "H", "H", "N", "C", "C", "H", "H", "H", "H", "H", "H", "H", "C", "O", "H", "H", "H", "H", "H", "H", "H", "C", "H", "H", "H", "H", "C", "H", "O", "H", "H", "C", "H", "O", "H", "C", "C", "H", "H", "C", "O", "C", "H", "H", "H", "H", "H", "H", "H", "H", "C", "C", "H", "H", "H", "H", "H", "O", "H", "C", "H", "N", "H", "H", "H", "H", "C", "H", "N", "H", "C", "H", "H", "H", "O", "O", "H", "H", "H", "H", "C", "C", "C", "C", "H", "H", "N", "H", "N", "H", "H", "N", "H", "H", "H", "C", "C", "H", "C", "H", "H", "C", "H", "H", "C", "H", "H", "H", "H", "O", "H", "H", "H", "C", "H", "H", "C"],
  "xyz": [[-0.2376, -5.7119, -3.4381], [3.5913, -0.5870, 0.7183], [-1.6773, -2.7266, -7.8029], [-4.1038, -3.4547, 0.1694], [0.8257, 3.3263, -1.8417], [-1.9971, -4.9926, 1.4167], [1.9723, -5.9766, 0.3885], [-1.3009, 3.5753, -3.1090], [-6.7506, -0.3546, -4.3620], [3.3320, 3.2793, 0.8643], [1.0776, -2.0173, -6.1703], [0.4408, -4.9381, -0.6578], [4.9845, 4.7534, 2.3049], [2.3024, -1.4148, -2.8573], [-0.9612, -1.2160, -8.2769], [-6.7586, 1.2970, -2.4393], [-0.8490, -0.5619, 5.6464], [-0.4836, 1.4532, -2.4535], [5.8384, -1.7134, 2.9181], [1.9666, -0.7786, -7.5183], [2.8756, -3.1285, -7.7443], [6.8507, -3.3268, -2.3108], [-1.0422, 1.2864, 6.4921], [-4.5364, 4.5461, -4.0565], [-2.4920, -5.0715, 4.7544], [-1.5921, -5.5630, 5.0020], [5.7925, -3.4597, -2.4776], [-0.6050, 1.4975, 8.6121], [-3.9347, -3.3531, 1.2154], [-1.7360, 5.7653, 1.6726], [5.2313, 1.2142, 1.1206], [-6.3465, 1.7560, -3.3552], [-0.9589, 4.3494, -2.3821], [-0.9114, 3.6272, 2.4230], [3.5031, -2.8240, -3.6208], [0.3417, 1.7185, 6.0125], [0.8558, -5.9566, -0.6190], [-0.8926, 6.4165, -2.0562], [-2.3676, 1.4786, 8.1644], [-0.9299, -0.6017, -0.7666], [-2.2354, 5.2418, 2.4788], [-3.0273, 0.1213, -1.7568], [3.2775, -2.4499, -7.0063], [-2.9502, 0.7562, -0.9697], [0.2950, 2.8122, -4.9583], [-3.6985, -0.6040, 1.9792], [5.2913, -2.4672, -2.6555], [0.2273, -2.0471, 2.4622], [3.3543, -4.6478, -4.5366], [-0.5246, 0.4352, 1.3068], [3.4711, -4.7890, -2.7577], [0.4661, -0.0349, 1.3562], [-4.3973, 3.0018, -4.6070], [-0.8368, -4.5799, 5.8877], [0.4618, 2.7873, 5.8497], [5.7691, -2.8109, -5.0560], [3.5284, 0.4212, -1.8796], [-6.5883, -3.8100, 2.0016], [-5.2420, 0.9909, -3.8289], [-3.5252, 0.4884, -2.5303], [-0.9063, -5.2509, -2.7376], [2.8402, -0.3935, -5.7315], [0.2437, -2.6695, -7.1189], [-1.2414, -0.1538, 6.5173], [-4.6765, -0.8523, 0.7215], [-0.8908, 7.2090, 4.8452], [-0.7143, -3.8090, 1.1970], [-5.2362, -0.6181, -5.1380], [-4.8533, 2.9631, -1.9040], [-2.4861, 5.8764, -2.6435], [-1.2124, 5.9442, -3.7723], [1.0073, 1.4402, 6.7892], [-2.6776, 7.8875, 3.8643], [3.8369, -4.2112, -3.6337], [-1.4196, -1.5194, -6.5219], [4.3460, 4.6552, 5.1723], [4.4598, -0.5427, 1.8801], [1.5247, 4.9371, 2.7198], [-6.9329, -2.1062, 2.4889], [2.7208, -2.7930, -1.7713], [2.8802, 5.0314, 1.9039], [1.5316, -3.1310, -3.0925], [0.4024, -4.9011, -3.8871], [-0.8106, 7.2563, 3.0449], [-4.8924, 3.7967, -1.3294], [6.0290, -3.7651, -4.9078], [1.8345, 1.3662, 4.1419], [1.1653, 2.9863, -4.3330], [-1.9285, -4.1780, -0.2249], [1.0635, 5.0799, -1.8299], [0.0644, -6.6112, -0.3817], [-3.2093, 7.6864, 2.9274], [1.8947, 0.3269, -1.2549], [4.1565, -2.3764, 3.0230], [-0.2853, 0.3476, -3.7931], [-5.8541, 3.1106, -3.0190], [-1.6914, 5.6335, 3.7613], [-1.7953, -1.3364, -2.5402], [-5.3318, -1.0223, -3.4234], [4.2276, 5.3819, 6.0020], [1.6855, -2.9662, 2.7355], [3.7481, 3.8268, 5.4228], [-1.2202, -0.1373, 1.8972], [2.6676, 1.3110, 0.8406], [-5.6596, -0.3154, -4.2062], [0.0659, -7.6388, -2.4080], [1.2730, 3.8630, 2.8424], [-0.5846, -0.5083, 7.2501], [4.0562, -1.1711, -0.1003], [-5.1539, 3.6725, -4.2671], [-1.1959, 3.0122, -0.7375], [0.2296, -3.6283, 3.8517], [2.6532, 0.7166, 4.4453], [-1.0569, -5.8635, 4.0731], [4.0256, 4.5340, 2.8380], [5.3634, -3.9295, -1.5663], [3.9834, 5.3483, 4.0171], [-1.6858, 1.7383, 5.7061], [2.3007, -1.3559, -6.6674], [4.9076, -1.8488, 2.3565], [3.4313, -3.1324, -6.1966], [-0.3742, 1.3690, 1.8613], [-1.3910, 5.6997, -2.7224], [1.5558, -6.3376, -1.8419], [3.4227, 0.8063, 0.2133], [-0.9843, -6.1800, -4.1377], [-1.2602, -3.3731, 7.4080], [-4.5617, -2.6682, 3.0449], [1.1865, 2.2529, -3.4921], [-3.3005, 5.5274, 2.4612], [-2.3007, 3.3322, 3.3755], [-5.8118, 3.8411, -5.0760], [-7.2124, 1.7460, -4.0642], [-0.9742, 0.6818, -3.0297], [-6.3693, -2.7586, 1.8425], [0.0801, -1.0893, -1.0572], [5.4277, 4.3958, 5.1470], [-1.7322, 1.1498, -3.6266], [1.5945, 5.3581, 3.6845], [1.3596, -7.1584, -3.5989], [-2.6063, -3.0173, 1.4029], [4.2848, -2.1511, -7.3704], [0.6568, -6.7590, -2.8376], [2.6593, -1.1263, 0.9720], [-4.5650, -0.9855, 1.7274], [3.1614, 4.5682, -0.1282], [0.4665, -1.3228, -5.5840], [-6.6315, -2.6203, 0.8134], [-2.4815, -4.1370, 6.8856], [2.8337, 0.8049, -1.1580], [-3.3331, 7.6966, 4.7288], [-1.5372, -4.2933, 7.1129], [1.2474, -2.8966, -5.5162], [-1.9763, 3.7589, 2.4158], [2.5270, 1.8098, -1.5731], [-3.8833, 2.9710, -2.1607], [3.9390, 3.4869, 3.0568], [-0.8933, 0.5784, -0.0072], [1.0382, 4.2259, -3.7346], [5.6842, -4.2628, -5.7538], [-1.4346, -2.8489, 4.6013], [-2.4792, 3.2648, 1.5331], [5.6087, -5.2750, -3.5975], [-4.8144, -2.3812, 1.9705], [-0.9847, -1.9994, -7.4578], [-1.7856, -4.0742, 0.8980], [-1.3944, 1.8380, 7.8237], [-1.7967, -6.5033, 5.4852], [2.0056, 2.4413, 4.3408], [2.8370, 4.1694, 0.7609], [2.2114, 0.4169, -5.7202], [4.6955, 1.5351, 0.2905], [2.1446, 2.9835, -4.8828], [-1.5230, -1.3598, -0.1678], [-1.5143, 3.9019, -1.1224], [3.0225, 6.1363, 1.7742], [0.7098, 5.3052, 2.0927], [5.2887, 1.2108, -0.5029], [0.8180, -2.5381, 3.2269], [0.6126, 4.2196, -2.4031], [1.1624, -1.7935, 3.9543], [-1.4518, 7.0395, 3.8809], [1.6856, 1.1182, 3.0909], [-1.3001, 4.5690, -0.3872], [-1.7138, -0.3253, -2.1005], [2.9088, -0.7655, -4.7941], [2.2273, -7.0407, 0.4279], [-0.5303, -3.2962, 5.0068], [1.5872, -5.8117, 1.4168], [-2.2921, 8.9146, 3.9573], [5.1463, -2.4374, 1.4347], [-4.1007, -4.3531, 1.6075], [0.5964, 1.0003, 4.7677], [-6.6603, 3.8194, -2.7781], [2.7391, -5.2492, 0.1250], [-1.4842, 2.9736, 7.8355], [5.3542, -4.2353, -3.6994], [0.1314, -4.9901, 6.1957], [-0.0424, -2.6360, 5.7031], [2.4135, -2.4965, -2.7682]],
  "mulliken_charge": [-0.55, -0.10, 0.31, 0.51, -0.42, 0.57, -1.16, -0.19, 0.36, -0.26, 1.40, -0.15, 0.40, -0.64, 0.24, 0.41, 0.14, -0.49, 0.27, 0.45, 0.43, 0.46, 0.63, 0.33, 0.29, -1.21, -0.96, 0.32, -1.20, 0.42, 0.29, -0.94, 1.03, -0.52, -0.30, -0.87, 0.04, 0.37, 0.41, -0.19, -0.63, -0.17, -1.25, 0.08, 0.37, 0.34, 0.01, -0.16, 0.37, 1.07, 0.13, -0.80, 0.30, 0.13, 0.43, 0.31, 0.59, 0.39, -0.25, -0.06, 0.04, -0.56, -0.49, -0.52, 0.21, 0.33, -0.18, 0.28, -0.46, 0.36, 0.40, 0.38, -1.16, -0.21, 0.10, -0.64, -0.51, -0.21, 0.36, 0.59, -0.03, -0.29, -0.01, 0.31, 0.29, -0.69, 0.23, -0.28, 0.32, 0.34, 0.67, 0.29, -0.46, 0.12, -0.34, 0.43, -0.28, 0.46, 0.22, 0.26, 0.11, 0.21, 0.25, -0.77, -0.85, 0.35, -0.73, 0.33, 0.15, -1.48, -0.23, -0.39, 0.32, 0.19, -0.48, 0.18, -0.36, 0.00, 0.42, -0.50, -0.07, -0.80, -1.87, -0.36, 1.88, 0.43, 0.27, 0.19, -0.14, 0.47, 0.37, 0.42, 0.52, -0.05, -1.57, -0.29, 0.31, 0.59, 0.62, 0.32, 0.26, 0.35, -0.37, 0.03, -0.55, 0.28, -0.60, 0.38, 0.31, -1.10, 0.27, -0.72, -0.44, -0.13, 0.12, -0.08, 0.17, 0.81, -0.48, 0.34, 0.30, 0.17, 0.50, 0.37, -0.52, -0.80, -1.57, 0.41, -0.21, 0.11, 0.25, -0.62, 0.33, -0.19, 0.24, 0.34, 0.08, 0.37, -0.30, 0.22, 0.60, -0.25, -0.38, -0.09, 0.03, 0.11, 0.36, -0.45, 0.27, 0.40, 0.20, 0.45, 0.02, 0.40, 0.15, 0.33, -0.30, 0.27, 0.32, 0.44],
  "gap_ev": 9.085,
  "lumo_ev": 0.5,
  "de_lowest_kcal_mol": 36.63,
  "fmax_ha_per_bohr": 0.0625,
  "homo_ev": -8.629,
  "smiles": "COC[C@H](C)N.COC[C@H](C)N.COC[C@H](C)N.COC[C@H](C)N.COC[C@H](C)N.COC[C@H](C)N.COC[C@H](C)N.COC[C@H](C)N.COC[C@H](C)N.COC[C@H](C)N.CCOCC.CCOCC",
  "total_energy_ev": -91345.8090,
  "charge": 0
}

---

No. 2
{
  "formula": "C4H9ClN2",
  "method": "the ωB97M-V functional and the def2-TZVPD basis",
  "species": ["N", "H", "N", "H", "H", "C", "H", "Cl", "H", "H", "H", "H", "C", "C", "H", "C"],
  "xyz": [[0.9398, 0.3189, 0.3381], [0.9416, -0.3354, -1.4598], [0.2894, -0.3597, 1.0462], [2.2068, -1.1999, -0.5250], [0.4559, 2.0955, -0.6051], [1.7562, -0.2280, -0.7743], [2.4877, 0.4782, -0.9189], [-3.5685, 0.2757, -0.1559], [0.2549, 2.1996, 0.9935], [-2.5314, -2.0182, 0.9992], [1.8901, 2.2264, 0.5710], [-0.9379, -0.8526, 0.6674], [-1.8660, -1.6004, 0.2023], [-2.1254, -0.5368, -0.6595], [-1.1216, -2.3090, -0.0526], [0.9285, 1.8457, 0.3334]],
  "nbo_charge": [0.03, 0.24, -0.32, 0.22, 0.22, -0.47, 0.20, -0.06, 0.22, 0.21, 0.21, 0.35, -0.74, -0.10, 0.24, -0.47],
  "gap_ev": 8.467,
  "lumo_ev": 0.2,
  "de_lowest_kcal_mol": 144.44,
  "fmax_ha_per_bohr": 0.0693,
  "homo_ev": -8.282,
  "total_energy_ev": -19789.6647,
  "charge": 0
}

---

No. 3
{
  "formula": "C5H12N2O",
  "method": "the ωB97M-V functional and the def2-TZVPD basis",
  "species": ["H", "C", "H", "H", "H", "C", "C", "C", "H", "N", "H", "H", "C", "H", "H", "H", "H", "O", "N", "H"],
  "xyz": [[-0.3621, 1.9340, -0.9827], [1.0665, -0.5627, -1.6463], [1.8449, -1.8082, 0.6876], [0.6272, 0.2483, -2.2222], [-0.7466, -0.6393, -0.3656], [-2.6367, 0.4504, 1.2377], [0.7946, -1.8771, 0.4053], [0.3468, 1.9588, -0.1574], [-3.6466, 0.0374, 1.0578], [0.3898, -0.6756, -0.3454], [0.9391, -1.4904, -2.2053], [1.3526, 2.1874, -0.5253], [0.3732, 0.6678, 0.6203], [0.1956, -1.9456, 1.3102], [2.1319, -0.3668, -1.5067], [-2.5642, 1.1115, 2.1218], [0.6171, -2.7586, -0.2111], [0.8843, 0.5559, 1.7113], [-1.6642, 0.2244, 0.4830], [0.0569, 2.7486, 0.5329]],
  "nbo_charge": [0.23, -0.41, 0.21, 0.22, 0.48, -0.06, -0.42, -0.71, 0.14, -0.52, 0.21, 0.22, 0.73, 0.24, 0.21, 0.13, 0.20, -0.64, -0.71, 0.25],
  "gap_ev": 8.153,
  "lumo_ev": 0.8,
  "de_lowest_kcal_mol": 92.30,
  "fmax_ha_per_bohr": 0.0189,
  "homo_ev": -7.389,
  "total_energy_ev": -10404.4214,
  "charge": 0
}

---

No. 4
{
  "formula": "C6H36O14",
  "method": "the ωB97M-V functional and the def2-TZVPD basis",
  "species": ["H", "C", "H", "H", "O", "H", "H", "O", "O", "H", "H", "C", "O", "H", "H", "H", "H", "O", "H", "H", "H", "O", "O", "H", "C", "O", "H", "H", "H", "H", "H", "H", "O", "O", "H", "C", "H", "H", "H", "H", "C", "C", "O", "H", "O", "H", "H", "H", "O", "O", "H", "H", "H", "H", "H", "H"],
  "xyz": [[2.0925, -0.1295, 3.3552], [-2.4994, -1.0925, 0.3900], [-0.2413, -2.4230, -1.4131], [1.2663, 3.9205, -1.9280], [-2.8158, 2.4183, -0.1873], [1.6883, 1.6626, 0.6890], [-1.3422, 2.5860, -2.6229], [-1.5922, 3.5077, -2.7281], [-1.1172, -3.9474, 2.3130], [0.9722, 3.5972, 1.5529], [0.0636, -3.3551, 0.0583], [-1.0420, -1.4035, 0.2786], [1.3854, -2.7526, 2.6801], [3.5099, -1.0206, 0.7711], [-1.9365, 2.5998, 0.1623], [-2.7748, -1.6518, 1.2879], [4.1253, 1.0483, 0.2532], [1.9335, 1.9416, -2.0008], [-0.1782, 4.4782, -2.0999], [2.0974, -2.3893, 2.0851], [-3.1659, -1.4625, -0.3847], [3.4263, 0.5342, 0.6586], [-0.0069, -0.0674, -2.8335], [0.7034, -2.2330, -4.5186], [0.7100, 1.6916, 1.1522], [0.5793, 4.4327, -1.4979], [-2.8795, -0.1590, 3.1306], [-0.7199, -1.6738, -4.1897], [-1.4811, 0.6109, -1.8308], [3.5249, -2.5871, 0.5167], [-0.6891, -0.0900, -3.5015], [-1.8950, -3.3867, 2.2725], [2.8208, 0.5029, 3.2912], [-2.2653, 0.0456, 3.8388], [1.0159, -0.8367, 0.6760], [-0.2601, 0.7880, 1.1253], [-2.0284, 3.6128, -3.5741], [3.6363, 0.0115, 3.3437], [-2.6722, -0.0518, 0.6417], [-2.9349, -0.0097, -1.8039], [-0.0438, -0.6111, 0.6635], [-0.6393, -2.6894, -0.4373], [-0.1815, -2.4481, -4.2194], [1.4697, 1.3410, -2.5974], [-2.3596, 0.6050, -2.2389], [-1.2646, 0.9232, 1.4985], [-0.3954, -3.3662, 2.5991], [3.2373, 0.6737, 1.6106], [0.2543, 2.9684, 1.4526], [3.2465, -1.8934, 1.1193], [2.3680, 1.3542, -1.3795], [1.6627, -3.6708, 2.6004], [-2.6627, 2.7756, -1.0649], [-1.4604, -3.3841, -0.6637], [-2.2459, 1.0023, 3.9301], [0.0007, -0.8476, -2.2822]],
  "nbo_charge": [0.51, -0.67, 0.18, 0.48, -0.96, 0.19, 0.49, -0.96, -0.96, 0.48, 0.24, 0.00, -0.99, 0.51, 0.47, 0.21, 0.50, -0.97, 0.49, 0.50, 0.21, -1.00, -0.97, 0.48, 0.13, -0.99, 0.47, 0.46, 0.49, 0.48, 0.48, 0.46, -0.94, -0.94, 0.21, -0.32, 0.49, 0.48, 0.24, 0.49, -0.23, -0.64, -0.93, 0.50, -0.99, 0.21, 0.50, 0.52, -0.70, -0.99, 0.47, 0.46, 0.48, 0.22, 0.48, 0.50],
  "gap_ev": 7.624,
  "lumo_ev": -0.2,
  "de_lowest_kcal_mol": 94.52,
  "fmax_ha_per_bohr": 0.0517,
  "homo_ev": -7.803,
  "total_energy_ev": -35469.5741,
  "charge": 0
}